# 1
Here is a cluster of 6 separate species, C30H55BN3O8 in total from the OMol25 dataset. Energies are from ωB97M-V with the def2-TZVPD basis set.

Calculated values
**Charge**: +1
**Orbital gap**: 6.00 eV
**DFT total energy**: -1966.91438 hartree

Each line ends with the Löwdin charge.
Cartesian coordinates (Å):
H  2.2410  -3.9496  -1.4841  0.08
H  1.2056  -4.7512  -0.2692  0.08
H  -1.7044  3.9115  -4.9720  0.09
H  -2.2370  -1.0499  0.4286  0.09
H  6.6687  -2.3912  -0.3542  0.09
C  0.8363  3.6813  3.2160  -0.06
H  -1.3995  -3.8093  2.5934  0.12
O  3.8458  -6.3275  -0.3757  0.08
N  -1.3994  -3.1195  1.8429  0.04
H  1.2203  4.3654  3.9740  0.08
H  4.5024  -0.5466  -2.9059  0.08
C  -2.0536  1.3111  -3.8667  -0.03
H  3.9613  -0.8952  5.9960  0.07
C  2.0429  1.6173  -0.7176  0.04
C  -3.1329  -1.5614  0.7842  -0.16
C  -5.2385  5.8068  -7.5305  -0.50
H  -4.6010  1.4162  1.8199  0.08
C  4.8858  -0.9585  4.0602  -0.50
H  -2.4707  0.6831  -3.0819  0.07
H  -3.1274  -3.7039  0.8408  0.12
H  -6.0017  7.0324  -9.1137  0.09
H  -3.3783  1.1559  0.5926  0.07
H  1.6242  2.3189  0.0175  0.06
C  4.7967  -1.3484  -2.2306  -0.01
H  -0.7416  -3.9276  5.2452  0.09
O  -0.2550  0.6705  -1.4692  0.16
H  -6.2014  4.1144  -6.6579  0.08
H  -7.1006  4.8533  -7.9951  0.09
C  2.2044  -6.7392  -2.0439  -0.02
C  4.9359  -1.1262  5.5603  -0.02
N  -0.3384  -0.5275  4.2138  0.24
C  -1.5100  -3.2050  5.5234  0.08
C  -5.4290  7.1487  -8.1924  -0.02
H  -7.0509  5.6482  -6.3980  0.09
H  -4.0605  -0.9666  2.7005  0.08
H  5.0691  -2.2983  0.4344  0.08
H  2.9841  1.2040  -0.3367  0.06
H  5.6940  -0.4667  5.9849  0.09
H  -1.1143  1.7353  -3.5154  0.07
H  5.2831  1.1382  3.8695  0.09
C  -6.4829  5.0590  -7.1196  -0.02
C  -1.9104  -2.2938  4.6292  -0.10
H  1.2427  1.1166  5.0614  0.12
N  1.1544  1.3180  4.0676  0.04
H  -1.9641  -3.2546  6.5093  0.08
C  0.1794  2.4722  3.9144  -0.21
H  -3.4721  -3.0369  2.4052  0.10
H  -5.0674  -0.7426  1.2543  0.11
C  -0.7696  -1.9793  2.4045  -0.14
C  -2.8411  -2.8929  1.5190  -0.16
H  -1.8769  0.6969  -4.7511  0.09
H  -0.4946  -0.2749  5.1850  0.19
C  4.5432  0.4129  3.5279  -0.01
B  0.9961  0.4384  -0.9289  -0.61
C  -3.6901  0.8493  1.5949  -0.10
H  -2.9660  1.1375  2.3672  0.05
H  -0.2954  2.7279  4.8660  0.12
C  -4.0529  -0.6524  1.6515  -0.23
H  -0.7031  1.2493  -0.8356  0.12
C  5.4398  -0.7564  -0.9995  -0.50
O  5.1103  -1.8811  3.3132  0.07
H  3.5489  0.7063  3.8666  0.05
H  6.3517  -1.1643  0.8834  0.07
C  2.8610  -5.9312  -0.9518  -0.50
O  5.5648  0.4415  -0.8684  0.05
C  -2.6235  3.3991  -5.2631  -0.02
C  0.3834  -1.5360  0.1552  -0.37
H  -0.6338  2.1490  3.2520  0.10
C  0.1121  -1.2198  1.6014  0.03
H  1.4541  0.4587  1.6309  0.14
H  -3.7111  -1.8149  -0.1076  0.12
H  -2.4724  2.8775  -6.2092  0.09
H  4.5508  0.3903  2.4383  0.08
H  0.1026  4.2157  2.6063  0.08
H  2.7557  -7.6659  -2.1869  0.08
O  1.3941  -0.8468  -0.4993  0.16
C  -3.0265  2.4189  -4.1922  -0.50
H  1.6096  3.3031  2.5446  0.07
C  -0.9809  -1.5878  3.7004  -0.14
H  2.2725  2.1186  -1.6616  0.08
H  -3.4087  4.1368  -5.3955  0.06
H  -5.9520  7.8272  -7.5166  0.09
O  -4.0861  2.5113  -3.6119  0.06
H  5.5046  -1.9996  -2.7449  0.09
C  5.9138  -1.7196  0.0577  -0.02
H  5.1925  -2.1559  5.8001  0.08
O  -4.1349  5.3490  -7.3372  0.06
H  2.8011  -4.1259  0.1908  0.08
O  -0.2467  -2.3264  -0.4905  0.19
C  0.5188  0.1972  3.4823  -0.26
C  2.2324  -4.6012  -0.6084  -0.03
H  3.9084  -1.9181  -1.9497  0.07
C  0.7420  -0.1470  2.1836  0.10
H  -2.9633  -2.0125  4.5566  0.11
H  -4.4569  7.5734  -8.4341  0.08
H  1.1770  -6.9794  -1.7650  0.09
H  2.2102  -6.1775  -2.9794  0.09

=====

# 2
Here is a structure of composition C30H55Br3Ca2ClF3LiMgN2O14PS3 from the OMol25 dataset. Energies are from ωB97M-V with the def2-TZVPD basis set.

Calculated values
**Charge**: 0
**Orbital gap**: 0.75 eV
**DFT total energy**: -13918.47237 hartree

Each line ends with the Löwdin charge.
Cartesian coordinates (Å):
C  -6.3545  -0.5729  1.2379  -0.17
C  -8.6074  -1.3911  4.7582  -0.65
C  -1.5196  1.9509  -3.1296  -0.38
H  3.4431  1.2313  -1.4342  0.14
O  -2.7586  2.0665  -3.3131  0.05
C  6.7503  -6.3390  -1.2613  -0.32
H  2.5823  2.5462  0.4878  0.14
H  6.0990  -0.3848  -1.5067  0.12
H  6.1326  1.9753  -2.7772  0.12
H  -3.0102  4.9134  0.1604  0.08
C  -7.8728  -2.5119  5.5199  -0.08
Li  -4.8030  -7.8490  0.8680  0.28
H  -2.5925  4.1231  1.7819  -0.02
H  -2.8713  1.8680  -0.3966  0.11
O  -7.1080  -2.7039  -0.0294  -0.19
H  0.0418  4.4963  0.2345  -0.04
F  0.1251  -2.2087  -6.5808  -0.01
H  -8.6337  -1.1604  -0.3219  0.12
C  1.5016  3.6642  -1.2522  -0.21
C  -0.5914  1.7234  -4.4488  -0.06
Br  6.2795  -7.0622  1.2390  0.09
H  -5.1395  4.5785  1.2182  0.09
H  6.9066  -0.4196  0.6854  0.13
H  -6.8880  -2.7110  5.0845  0.07
Ca  9.9052  -3.0252  -0.1772  1.44
H  2.2287  8.2440  4.2017  0.06
H  10.5432  -0.5218  2.9491  0.13
C  2.8514  3.2256  -0.4069  -0.23
H  -7.0642  -2.5243  2.0702  0.12
Cl  -0.9282  5.2927  1.9632  0.02
Br  -1.7897  -1.4897  -2.8821  0.75
O  8.7013  -5.0868  -0.8969  -0.35
H  0.4448  2.6411  0.4927  0.13
H  -7.2858  -0.2153  1.7998  0.10
H  9.5138  -0.3033  -1.1387  0.15
H  7.8292  1.2031  0.5649  0.14
C  -7.7354  -1.6686  -0.8188  -0.18
C  9.7467  -0.8910  2.2054  -0.07
O  -3.5691  -3.8074  2.8348  -0.15
C  -9.9725  -1.1379  5.4275  -0.08
H  5.5413  3.2311  -0.1578  0.10
N  -6.0775  0.1255  -0.0527  -0.23
O  -1.7912  -5.5400  2.5525  -0.14
Ca  -5.6566  -9.5560  3.1536  0.65
F  0.7457  -0.9585  -4.0582  -0.07
H  -4.7735  2.8457  1.8197  0.09
O  -8.8301  -1.8144  3.5155  -0.13
C  -6.6181  1.4999  -0.1010  -0.97
H  -8.4359  -3.4518  5.5233  0.07
H  6.4675  -5.9827  -2.2583  0.13
C  -6.4311  -2.1772  1.1464  -0.15
C  5.2998  2.2082  -0.6335  -0.21
O  -0.8448  1.9476  -1.8739  -0.04
O  7.8527  -4.0940  1.2287  -0.26
H  6.2578  -7.2873  -1.0627  0.05
H  8.7353  -6.8498  -2.0093  0.14
H  8.7317  -0.5194  2.6074  0.13
H  3.4720  4.1642  -0.0838  -0.04
H  8.5367  -7.0324  -0.2476  0.09
O  1.8947  7.1133  2.4854  -0.27
F  -2.2037  -2.0190  -6.0741  -0.03
H  0.6069  8.2365  3.6700  0.09
H  1.6472  4.7677  -1.6236  0.02
C  -2.2173  2.7106  0.0414  -0.12
O  -4.1578  -6.0599  1.9114  -0.52
H  -1.6131  2.2094  0.8998  0.13
C  -1.1335  0.3758  -5.1683  -0.17
C  -1.1401  3.1341  -1.0770  -0.47
H  -5.4540  -0.3339  1.9355  0.14
Br  -0.8910  -3.9281  -4.5447  0.68
O  6.3410  -5.3392  -0.3005  -0.49
C  -4.6180  3.5756  0.9522  -0.46
H  -2.5015  4.3278  -2.0861  0.09
H  -10.6086  -2.0300  5.4277  0.07
H  -2.2705  0.4551  -5.3073  0.14
H  8.9414  -1.7804  -0.1808  -0.08
C  1.6355  8.1541  3.2732  -0.34
O  -2.8059  -4.4577  0.5396  -0.18
O  10.0730  -0.2759  0.9106  -0.24
C  8.2606  -6.4347  -1.1186  -0.19
H  -10.5204  -0.3341  4.9249  0.07
H  9.8147  -2.0402  2.0977  0.06
S  -8.2294  1.9259  0.1888  0.64
H  -5.4012  -2.7113  1.2806  0.12
H  -0.6884  0.3766  -6.2418  0.14
C  -0.8756  -2.1890  -5.5670  -0.72
H  -1.3515  5.1932  -1.2815  0.09
C  6.4909  1.8558  -1.6805  -0.19
C  7.0075  0.3298  -1.4146  -0.20
H  -5.6510  -1.2671  -1.6157  0.13
H  1.4842  2.9903  -2.1910  0.12
S  -5.4798  2.9175  -0.5607  0.76
H  -7.7152  -2.2219  6.5660  0.07
H  -8.1298  -2.1359  -1.8058  0.13
H  -8.0151  -0.4748  4.9236  0.12
C  7.6856  0.1659  0.0643  -0.14
C  -0.6485  -0.9807  -4.4656  -0.67
S  7.5165  -4.2375  -0.1651  0.51
C  -3.0438  3.9160  0.7158  -0.33
H  -6.9080  0.0640  -2.1024  0.13
H  0.5163  1.5543  -4.1507  0.11
H  7.7276  0.0604  -2.2672  0.11
C  3.8422  2.3170  -1.3385  -0.20
H  3.9177  2.7171  -2.4110  0.11
N  -1.4812  4.3431  -1.8720  0.09
H  -9.8341  -0.8354  6.4726  0.07
C  9.0833  -0.6312  -0.1138  -0.28
Mg  2.8624  5.8955  -0.3482  0.96
H  7.4064  2.5283  -1.5300  0.11
H  -0.6368  2.6297  -5.1678  0.14
O  7.1890  -3.1124  -1.0109  -0.24
P  -3.0826  -4.9679  1.9590  -0.11
C  -6.5551  -0.6390  -1.2481  -0.15
C  0.2385  3.4803  -0.2809  -0.17
H  5.1947  1.4383  0.2130  0.12
H  1.7717  9.1620  2.8371  0.08

=====

Which value of DFT total energy does entry 2 give?
-13918.47237 hartree